Entry from the OMol25 dataset: a cluster of 2 separate species, C27H45F9NO5S2 in total at a distorted geometry (wB97M-V/def2-TZVPD).

Its net charge is +1. Its multiplicity is 1. The calculation puts the highest occupied orbital energy at -10.4 eV. As for the calculated total energy: -86575.8186 eV. The value obtained for the frontier orbital gap is 7.9024 eV.

Each line ends with the Löwdin charge.
CARTESIAN COORDINATES (ANGSTROEM)
1 C 4.97388 -3.19826 1.99383  -0.06
2 C 5.56382 -1.87685 1.55295  -0.34
3 C 6.51656 -1.94504 0.38931  -0.05
4 C 5.21620 -0.74675 2.18266  -0.09
5 C 5.39398 0.63348 1.59491  -0.20
6 C 4.28677 0.93395 0.59074  -0.16
7 C 2.84789 1.03585 1.16421  -0.36
8 C 2.76281 1.37538 2.65178  -0.06
9 C 2.06483 -0.23371 0.83928  -0.17
10 C 0.54336 -0.06239 0.94078  -0.13
11 C -0.12997 -1.18739 0.11770  -0.29
12 C -1.11002 -0.69830 -0.93962  -0.17
13 O -1.32273 -1.75647 -1.88663  -0.19
14 S -2.09317 -3.02623 -1.26698  0.64
15 O -1.86754 -4.09620 -2.17712  -0.23
16 O -3.43532 -2.63608 -0.99670  -0.23
17 C -1.22704 -3.39694 0.28156  -0.33
18 S -2.19962 -4.47505 1.38437  0.77
19 O -2.26771 -3.82706 2.66210  -0.25
20 O -3.45999 -4.84531 0.82733  -0.23
21 C -1.26092 -6.07420 1.66253  -0.44
22 F -1.87615 -6.60423 2.73443  0.14
23 F -1.47347 -6.88099 0.61435  0.14
24 C 0.26466 -5.90627 1.98470  -0.34
25 F 0.51571 -6.52770 3.15346  0.17
26 F 0.56768 -4.59353 2.15592  0.13
27 C 1.26293 -6.51691 0.95789  -0.34
28 F 1.02861 -7.83189 0.78016  0.18
29 F 2.48995 -6.38916 1.52533  0.16
30 C 1.37395 -5.80089 -0.41220  -0.51
31 F 2.27933 -6.47313 -1.14456  0.19
32 F 0.21120 -5.79288 -1.06798  0.18
33 F 1.81795 -4.53687 -0.25173  0.16
34 C -0.95785 -2.07337 1.05222  -0.16
35 H 4.04537 -3.01589 2.52194  0.06
36 H 4.72645 -3.77419 1.10743  0.07
37 H 5.65921 -3.77739 2.60557  0.08
38 H 6.32845 -2.86222 -0.15692  0.07
39 H 7.54259 -1.97135 0.74340  0.09
40 H 6.41426 -1.10581 -0.28670  0.07
41 H 4.75647 -0.84693 3.15602  0.11
42 H 6.33683 0.65282 1.05724  0.10
43 H 5.47523 1.38727 2.36886  0.10
44 H 4.53402 1.86546 0.08652  0.11
45 H 4.30111 0.14951 -0.16006  0.10
46 H 2.35808 1.84568 0.62120  0.11
47 H 1.83274 1.90369 2.84120  0.07
48 H 2.77019 0.46884 3.24720  0.08
49 H 3.55913 2.02765 2.98521  0.07
50 H 2.40210 -1.05299 1.46861  0.12
51 H 2.28322 -0.48507 -0.19572  0.11
52 H 0.26281 -0.19598 1.97967  0.12
53 H 0.23471 0.93232 0.62744  0.10
54 H 0.60573 -1.84266 -0.33559  0.14
55 H -0.70159 0.18132 -1.41923  0.11
56 H -2.06583 -0.49295 -0.46280  0.12
57 H -0.25564 -3.79602 0.02677  0.08
58 H -1.90197 -1.60031 1.29440  0.13
59 H -0.42339 -2.32222 1.95840  0.12
60 C -6.26136 5.89996 -2.52105  -0.10
61 C -5.75347 5.53741 -1.12786  -0.25
62 C -4.26514 5.83441 -0.88949  -0.17
63 C -3.25737 5.36872 -1.93218  -0.12
64 N -2.81792 3.92520 -1.84702  -0.25
65 C -1.93451 3.62419 -3.05402  -0.09
66 C -0.52679 3.93955 -2.58983  -0.13
67 C -0.52944 3.37933 -1.17370  -0.14
68 C -1.91982 3.70130 -0.62969  -0.07
69 C -3.97140 2.97882 -1.82969  0.03
70 H -5.75281 5.34227 -3.31065  0.06
71 H -7.32116 5.66614 -2.60428  0.08
72 H -6.13763 6.96503 -2.72265  0.09
73 H -5.99073 4.49363 -0.92070  0.09
74 H -6.31993 6.10970 -0.39234  0.12
75 H -3.97797 5.47355 0.10236  0.12
76 H -4.15849 6.92073 -0.84551  0.13
77 H -2.34162 5.94828 -1.82532  0.14
78 H -3.62875 5.52970 -2.94210  0.12
79 H -2.03988 2.56575 -3.28247  0.14
80 H -2.27455 4.21210 -3.90166  0.14
81 H -0.34689 5.01538 -2.58777  0.12
82 H 0.22674 3.47848 -3.22393  0.13
83 H 0.25880 3.81072 -0.55981  0.13
84 H -0.37590 2.30118 -1.17691  0.08
85 H -1.92602 4.60707 -0.03089  0.13
86 H -2.33072 2.88463 -0.04306  0.13
87 H -4.63737 3.21895 -2.65434  0.12
88 H -4.48030 3.05950 -0.87577  0.10
89 H -3.58849 1.96716 -1.93865  0.11